Here is C37H48ClGaN5O2P as an isolated structure from the OMol25 dataset. Energies are from ωB97M-V/def2-TZVPD.

Summary:
Max |F| ... 0.927 eV/A
HOMO level ... -13.27 eV
Charge ... +2
Orbital gap ... 0.3009 hartree

Each line ends with the Mulliken charge.
Atoms and positions in Å:
Ga 0.5143 -0.2183 0.4124  0.736
Cl -1.3808 0.2186 3.3160  -0.204
P 0.4303 2.3211 -0.2138  1.273
O 2.9436 -1.1825 -1.2123  -0.760
O 0.7599 -2.2165 -0.2273  0.058
N -1.4305 -0.1666 -0.1895  0.891
N -2.4610 -1.2039 -2.0005  0.588
N 1.1659 -4.2468 -1.1626  0.270
N 2.4575 0.0252 -0.7552  0.498
N 0.2324 -4.0684 0.9672  0.098
C 4.4930 3.0271 -0.5457  -1.091
C 1.2120 -0.5297 3.5312  -0.825
C 4.5698 4.3897 -0.3355  -0.876
C 1.4885 -3.6988 -2.4754  -0.969
C 0.7083 -3.4951 -0.1518  0.581
C -0.2760 4.0599 -3.8736  -0.908
C -1.1886 -1.5970 -2.6069  2.051
C -1.6220 3.8021 -4.0823  -0.801
C 3.4033 5.1171 -0.1483  -0.804
C -2.5085 -0.5798 -0.8355  0.808
C 0.4408 3.5597 2.2976  -0.473
C -1.6574 3.6718 1.1311  -0.559
C 2.2627 -1.0485 4.2916  -0.389
C 1.5536 -5.6465 -1.0103  -1.328
C -0.2709 -1.0354 5.4077  -0.733
C -0.3280 3.2592 1.1698  0.798
C -0.3693 2.9303 -1.7428  1.086
C 2.0639 -1.5418 5.5692  -0.856
C 2.1804 4.4678 -0.1311  -0.160
C -0.0461 -0.5160 4.1446  1.327
C -0.5774 -5.2854 0.9739  -1.246
C 1.5331 0.0453 2.1826  -0.728
C 0.1095 -3.2311 2.1555  -1.159
C 0.7951 -1.5532 6.1235  -0.475
C -0.0948 4.3069 3.3327  -0.939
C -1.4042 4.7618 3.2602  -0.714
C 2.0911 3.0854 -0.2896  0.180
C -0.6427 -0.5765 -3.6021  -1.154
C -3.6648 -1.6190 -2.7299  -0.825
C 0.3504 3.6257 -2.7143  -1.012
C -2.3394 3.0883 -3.1335  -1.095
C -3.8533 -0.2937 -0.2235  -2.138
C -1.7151 2.6408 -1.9812  0.144
C -2.1867 4.4305 2.1658  -0.761
C 3.3408 0.9379 -0.8591  -0.938
C -4.0939 -3.0429 -2.3866  -1.093
C 3.2638 2.3555 -0.5318  0.635
H -4.3999 0.4676 -0.7828  0.450
H -2.1102 4.1563 -4.9801  0.429
H -3.7350 0.0569 0.7990  0.349
H -0.0046 -3.8745 3.0246  0.541
H 2.9048 -1.9052 6.1445  0.432
H -1.2622 -1.0113 5.8392  0.497
H -2.2823 3.4336 0.2818  0.275
H 0.5193 4.5513 4.1893  0.484
H -1.7321 0.3767 0.6079  -0.184
H 0.8293 -6.3170 -1.4744  0.367
H 1.2770 5.0485 -0.0001  0.627
H 5.5317 4.8834 -0.3390  0.460
H 5.3968 2.4575 -0.7244  0.476
H -0.2657 0.3058 -3.0873  0.134
H -3.3051 -3.7558 -2.6281  0.307
H -4.4733 -0.9201 -2.5320  0.498
H -4.9786 -3.3080 -2.9637  0.430
H 4.2950 0.6103 -1.2701  0.502
H -3.2115 4.7730 2.1092  0.485
H -1.3556 -2.5523 -3.1057  0.593
H 1.0219 -4.3186 -3.2418  0.366
H 2.2246 -1.8043 -0.9977  0.048
H 2.5607 -0.2189 1.9309  0.796
H 0.2967 4.5998 -4.6158  0.478
H 1.6770 -5.9072 0.0358  0.426
H -0.0974 -6.0834 1.5405  0.340
H 3.2608 -1.0479 3.8702  0.473
H -1.8095 5.3744 4.0540  0.432
H 1.4730 3.2389 2.3561  0.341
H -3.4287 -1.5576 -3.7919  0.434
H 2.5679 -3.7077 -2.6359  0.366
H -4.4705 -1.1899 -0.1987  0.502
H 0.1761 -1.0165 -4.1722  0.464
H -0.4774 -1.7448 -1.8018  -2.293
H -4.3373 -3.1447 -1.3289  0.267
H 1.0076 -2.6337 2.2870  0.317
H 1.4004 3.8380 -2.5787  0.370
H -1.5347 -5.0612 1.4463  0.416
H 3.4411 6.1898 -0.0141  0.474
H 1.4872 1.1366 2.2473  0.176
H -0.7734 -5.6277 -0.0374  0.403
H 2.5145 -5.7959 -1.5020  0.420
H -3.3877 2.8726 -3.2961  0.476
H 1.1277 -2.6829 -2.5807  0.189
H -1.4122 -0.2626 -4.3076  0.367
H 0.6344 -1.9508 7.1160  0.446
H -2.2793 2.0560 -1.2662  -0.002
H -0.7539 -2.5605 2.0948  0.346

Atoms 1-6, force components in eV/Å:
Ga 0.56 0.35 0.01
Cl -0.33 0.16 -0.33
P 0.15 0.41 0.10
O 0.29 -0.01 -0.18
O 0.34 0.33 -0.08
N 0.69 -0.14 0.61



Here is one molecule with the formula C6H10O from the OMol25 dataset. Energies are from ωB97M-V/def2-TZVPD.

Summary:
Max |F| ... 0.277 eV/A
HOMO level ... -9.35 eV
Orbital gap ... 0.3859 hartree

Each line ends with the Mulliken charge.
Atoms and positions in Å:
O 1.0665 -0.6582 -0.3876  -0.409
C 1.4829 0.9283 1.3115  -1.576
C -1.3819 0.4536 -0.8929  -0.383
C -0.9380 -0.5191 -1.6821  -0.310
C 0.1375 -1.4210 -1.1372  -0.445
C 0.4924 -0.0933 0.7772  0.466
C -0.9064 0.5546 0.5312  -0.685
H -0.2961 -2.2138 -0.5006  0.256
H 2.4499 0.4664 1.5311  0.363
H -2.1011 1.1898 -1.2452  0.384
H -1.2718 -0.6301 -2.7106  0.384
H -1.6375 0.0510 1.1781  0.273
H 1.0947 1.3835 2.2291  0.407
H 0.3703 -0.9027 1.5175  0.241
H 1.6368 1.7178 0.5675  0.356
H -0.8990 1.6040 0.8489  0.360
H 0.7007 -1.9109 -1.9360  0.318

Atoms 1-6, force components in eV/Å:
O 0.00 0.02 -0.02
C 0.02 0.00 0.01
C 0.03 -0.14 -0.11
C -0.04 0.15 0.11
C -0.05 -0.11 -0.12
C -0.10 0.11 0.24



Here is a 3-piece molecular cluster, C11H25NO4 overall from the OMol25 dataset. Energies are from ωB97M-V/def2-TZVPD.

Summary:
Max |F| ... 1.019 eV/A
HOMO level ... -9.67 eV
Orbital gap ... 0.3761 hartree

Each line ends with the Mulliken charge.
Atoms and positions in Å:
O 0.7044 0.2058 -2.0919  -0.670
O 2.3460 0.8429 3.4278  -0.494
O -2.7936 1.7120 -1.3186  -0.443
O -1.4734 -3.3861 -0.4061  -0.488
N 0.4892 -0.1435 0.1666  0.076
C 2.4916 2.0518 2.6858  -0.305
C -2.1425 -2.1823 -0.7333  -0.113
C 0.9263 -1.1529 1.1270  -1.011
C -0.5022 -3.3295 0.6054  -0.954
C -2.6481 -1.3509 0.4263  -1.000
C -1.5661 2.7516 -3.1371  -0.877
C 0.7353 -0.5403 -1.1274  0.138
C 0.7503 -2.4700 0.3415  0.505
C -2.5686 2.9362 -2.0149  -0.282
C 1.0529 -2.0330 -1.1039  -0.831
C 3.5677 1.9458 1.6204  -0.934
H 1.5713 -3.1082 0.6756  0.599
H -3.0037 -2.4858 -1.3259  0.425
H 3.3468 1.1271 0.9334  0.202
H -0.9346 -3.0438 1.5697  0.320
H -0.1683 -4.3574 0.7202  0.435
H 3.1822 0.6592 3.8631  0.294
H -2.2262 3.7057 -1.3135  0.253
H -3.1026 -0.4561 -0.0005  0.378
H 2.1373 -2.0530 -1.2133  0.347
H 4.5406 1.7434 2.0735  0.363
H -1.9141 1.9887 -3.8333  0.240
H 1.5200 2.2410 2.2296  0.237
H -1.4027 3.6807 -3.6864  0.367
H -1.9484 1.4239 -0.9591  0.226
H 0.6682 0.8283 0.3631  0.251
H -0.6088 2.4128 -2.7356  0.216
H 0.4416 -1.1112 2.0943  0.338
H -1.5338 -1.5591 -1.3945  0.072
H -3.4268 -1.8630 0.9864  0.338
H 3.6448 2.8700 1.0466  0.326
H 2.0052 -1.0519 1.2701  0.351
H -1.8633 -1.0077 1.0938  0.165
H 0.5374 -2.5722 -1.8881  0.332
H -3.5369 3.2489 -2.4032  0.265
H 2.7055 2.8819 3.3663  0.341

Atoms 1-6, force components in eV/Å:
O 0.08 -0.45 0.46
O -0.12 0.06 -0.14
O -0.11 0.09 0.08
O -0.02 -0.08 -0.04
N 0.13 0.03 0.15
C 0.16 -0.08 0.05



Here is a 5-piece molecular cluster, C16H34ClN2O10 overall from the OMol25 dataset. Energies are from ωB97M-V/def2-TZVPD.

Summary:
Max |F| ... 3.764 eV/A
Expectation value of S² ... 0.7544
HOMO level (spin up / spin down) ... -9.09 / -9.09 eV
Orbital gap (spin up / spin down) ... 0.3533 / 0.1656 hartree
Multiplicity ... 2

Each line ends with the Mulliken spin population.
Atoms and positions in Å:
Cl -0.0981 -0.7915 -1.8332  0.000
O -1.1256 -1.2829 -0.9186  0.001
O -0.2535 0.6558 -2.0064  0.001
O 1.1809 -1.0093 -1.1650  0.000
O -2.9710 2.9929 -0.7642  0.000
O -1.8172 -4.0190 1.4266  0.007
O -3.6340 1.4314 0.7514  0.002
O 0.0127 -1.5240 -3.0713  0.000
O 4.4790 1.1016 0.7749  0.000
O -0.9447 1.3628 2.1752  0.057
O -2.6065 -5.0502 -0.3617  0.002
N -1.7253 -1.2355 2.0900  0.747
N 5.0271 3.9474 0.0586  0.000
C -2.0860 -5.7712 -1.4733  0.000
C -3.5123 1.7609 -0.4233  0.000
C 3.5216 2.0241 0.2538  0.000
C -3.0942 3.2417 -2.1726  0.000
C -3.9317 2.1186 -2.7231  0.000
C -4.0003 1.0552 -1.6518  0.000
C 3.9011 -0.2022 0.8494  -0.001
C -0.7416 2.4888 1.3521  -0.004
C -0.3004 -4.5454 -0.4817  -0.001
C 0.5756 -2.0824 2.1525  0.122
C 2.7232 4.5295 0.3062  0.000
C 3.8449 3.4930 0.6974  0.000
C -0.5390 -5.7684 -1.3220  0.000
C -0.3867 -0.9424 2.5731  0.024
C -1.6226 -4.4802 0.3214  0.000
C 0.0594 0.4003 1.9984  -0.017
H -0.0809 -6.6014 -0.7888  0.000
H -3.5621 1.7202 -3.6680  0.000
H 5.7205 3.4272 0.5770  0.000
H 1.7749 4.2142 0.7414  0.000
H 0.5335 -2.1571 1.0659  -0.006
H 2.5065 4.6318 -0.7571  0.000
H 0.9543 0.8164 2.4613  -0.008
H -1.9299 -2.2206 2.1783  -0.013
H 2.5282 1.8927 0.6828  0.000
H 3.5977 -0.4350 -0.1713  0.000
H 0.5425 -4.8327 0.1469  0.000
H -4.9330 2.5416 -2.8051  0.000
H -5.0125 0.6853 -1.4880  0.000
H -0.1325 -3.6590 -1.0934  0.000
H 3.0587 -0.1247 1.5367  0.000
H -1.5134 3.2516 1.4546  0.001
H -0.7145 2.1242 0.3252  0.001
H -2.3761 -6.8216 -1.4982  0.000
H 0.2409 0.2678 0.9318  -0.001
H 4.0849 3.5865 1.7565  0.000
H 4.5378 -1.0380 1.1394  0.000
H 0.2595 -3.0763 2.4692  -0.003
H -1.5309 -1.2202 1.0990  0.043
H 3.2632 1.9385 -0.8017  0.000
H -0.4027 -0.8522 3.6593  0.032
H 0.2156 2.9045 1.6670  0.007
H 3.0034 5.5386 0.6083  0.000
H 5.1936 4.9079 0.3227  0.000
H -2.3080 -5.3129 -2.4371  0.000
H -3.3585 0.1915 -1.8255  0.000
H -3.5429 4.2075 -2.4049  0.000
H -2.1089 3.1976 -2.6367  0.000
H -0.0457 -5.7468 -2.2937  0.000
H 1.6020 -1.8464 2.4334  0.005

Atoms 1-6, force components in eV/Å:
Cl 3.22 1.08 0.64
O -0.83 -0.27 -0.50
O -0.71 -1.41 -0.34
O -0.33 0.10 0.42
O -0.56 -0.63 0.27
O 0.04 0.21 -0.38



Here is a 8-piece molecular cluster, C10H34BF4O12 overall from the OMol25 dataset. Energies are from ωB97M-V/def2-TZVPD.

Summary:
Max |F| ... 2.059 eV/A
HOMO level ... -7.12 eV
Charge ... -1
Orbital gap ... 0.3417 hartree

Each line ends with the Mulliken charge.
Atoms and positions in Å:
F 0.0108 -0.5451 -0.0178  -0.458
F -1.5227 0.2496 1.4016  -0.495
F -0.7483 1.6717 -0.2043  -0.177
F 0.6315 1.1042 1.5524  -0.515
O 0.1225 2.4334 -4.6632  -0.549
O 1.8740 -2.5444 4.1913  -0.572
O -2.0407 6.7972 0.4414  -0.547
O -0.5245 1.0390 4.1025  -0.707
O 3.6760 0.1021 -1.4266  -0.613
O 4.3488 -1.5213 2.7252  -0.588
O -2.8379 -4.6804 0.6391  -0.536
O -1.0944 -2.1404 2.8222  -0.646
O -0.6676 -0.2444 -4.9699  -0.562
O 3.2733 -2.4731 0.2546  -0.580
O -3.7018 -2.5527 -1.0846  -0.537
O -2.1717 3.8868 0.2618  -0.588
C 2.5678 -0.3268 -0.6177  0.996
C -1.5832 6.0000 -0.6548  -0.710
C 2.2903 -1.8072 -0.5540  -0.139
C -1.2780 0.5650 -3.9476  -0.476
C -0.3186 1.6735 -3.5625  0.177
C -1.9400 -4.0497 -0.2743  -0.081
C 3.4382 -0.7889 3.4962  -0.631
C -2.6747 -3.4411 -1.4547  -0.178
C -1.0817 4.6695 -0.1865  0.118
C 2.0196 -1.3445 3.4153  0.594
B -0.3780 0.6501 0.6699  0.808
H -0.8375 2.2857 -2.8306  0.107
H -0.4674 -2.8328 3.0659  0.324
H 0.5092 1.0680 -3.1665  0.016
H 1.6820 -1.3842 2.3788  -0.459
H -1.0846 -1.1069 -4.9419  0.305
H -0.8349 6.5114 -1.2609  0.365
H -0.5484 -1.3675 2.6411  0.205
H -1.5517 -0.0800 -3.1111  0.252
H -1.7716 3.0531 0.5585  0.306
H 2.2081 -2.1911 -1.5774  0.353
H -1.3998 -3.2872 0.2893  -0.128
H 1.7049 0.2078 -1.0390  -0.367
H -2.7276 6.2726 0.8672  0.323
H -2.1953 1.0207 -4.3544  0.345
H 3.9501 -1.7056 1.8598  0.390
H -0.2078 1.1013 3.1807  0.299
H -0.5112 4.1822 -0.9860  0.160
H -1.2055 -4.7372 -0.7017  0.378
H 1.9047 -2.3009 5.1167  0.349
H 1.2949 -0.6729 3.8912  0.419
H -2.9918 -4.2196 -2.1649  0.401
H -2.4469 5.8969 -1.3275  0.312
H -1.9374 -2.9161 -2.0850  0.115
H 2.5938 0.1202 0.3809  -0.203
H -4.2194 -2.3242 -1.8591  0.298
H 3.4395 0.2635 3.1735  0.246
H -0.3673 4.8537 0.6251  0.218
H -2.6568 -5.6229 0.6017  0.304
H 3.6989 -0.6838 4.5528  0.394
H 0.0432 1.9187 -5.4723  0.342
H -1.3469 0.5413 4.0312  0.339
H 1.3092 -1.9580 -0.1066  -0.190
H 3.9649 -2.7581 -0.3520  0.303
H 3.3171 0.4697 -2.2325  0.371

Atoms 1-6, force components in eV/Å:
F -0.40 1.16 0.23
F 0.35 0.60 0.24
F 0.45 -0.07 -0.29
F -0.07 -0.21 -0.35
O -0.23 0.55 -0.13
O 0.09 -0.85 -1.20